[1]
{
  "formula": "C29H35N9S5Ti",
  "method": "the ωB97M-V functional and the def2-TZVPD basis",
  "lumo_energy_ev": [-4.9194, -4.9552],
  "orbital_gap_ev": [6.56, 8.00],
  "multiplicity": 3,
  "charge": 2,
  "symbols": ["Ti", "C", "C", "S", "C", "C", "S", "C", "C", "S", "H", "H", "H", "H", "H", "H", "H", "H", "H", "H", "H", "H", "N", "C", "C", "C", "C", "C", "C", "N", "C", "C", "C", "S", "C", "N", "H", "H", "H", "H", "H", "H", "H", "C", "C", "C", "N", "C", "C", "H", "H", "H", "H", "H", "C", "N", "C", "C", "N", "C", "S", "H", "H", "H", "H", "H", "H", "N", "C", "C", "N", "C", "C", "N", "H", "H", "H", "H", "H"],
  "positions_angstrom": [[-0.5139, 0.4908, -0.2351], [1.9989, -3.8021, -1.8598], [1.4745, -2.3972, -2.2041], [1.3646, -1.2769, -0.8227], [3.0524, -0.6973, -0.5558], [3.6496, -1.0178, 0.8492], [2.5935, -1.7697, 2.1062], [3.0794, -3.5069, 2.0177], [3.1365, -4.1852, 0.6554], [1.5807, -4.4856, -0.2454], [3.0847, -3.8238, -1.9450], [1.6313, -4.5011, -2.6125], [0.4570, -2.4253, -2.5985], [2.1036, -1.9612, -2.9825], [3.0494, 0.3804, -0.7098], [3.6844, -1.1268, -1.3327], [4.0265, -0.0922, 1.2833], [4.5172, -1.6675, 0.7340], [2.3868, -4.0221, 2.6854], [4.0700, -3.6047, 2.4655], [3.6098, -5.1568, 0.7959], [3.7876, -3.6207, -0.0113], [0.7988, 1.2599, 3.5706], [1.7360, 2.1865, 3.1025], [2.6116, 3.0299, 3.7781], [3.4458, 3.7915, 2.9897], [3.4106, 3.7069, 1.5820], [2.5276, 2.8719, 0.9317], [1.6639, 2.1128, 1.7238], [0.6928, 1.1519, 1.3598], [0.2501, 0.6675, 2.5078], [-0.6448, -0.5107, 2.5555], [-1.0132, -1.2540, 3.6163], [-1.7750, -2.6694, 3.0623], [-1.5845, -2.1604, 1.4570], [-1.0011, -1.0033, 1.3144], [0.6528, 0.9999, 4.5322], [2.6496, 3.0768, 4.8583], [4.1502, 4.4639, 3.4607], [4.0988, 4.3081, 1.0028], [2.5130, 2.8021, -0.1470], [-0.8503, -1.0700, 4.6674], [-1.9208, -2.7625, 0.6251], [-4.4652, 3.3612, 0.5719], [-3.6878, 2.9807, 1.6515], [-2.5782, 2.1920, 1.4254], [-2.1907, 1.7616, 0.2123], [-2.9428, 2.1729, -0.8283], [-4.0790, 2.9471, -0.6903], [-5.3451, 3.9761, 0.7121], [-3.9250, 3.2867, 2.6609], [-1.9720, 1.8810, 2.2664], [-2.6193, 1.8676, -1.8124], [-4.6346, 3.2284, -1.5750], [-4.8880, -0.9647, -0.6782], [-4.1316, -2.1707, -1.0330], [-4.5726, -3.4770, -0.8318], [-3.6115, -4.2948, -1.2991], [-2.6030, -3.4684, -1.7696], [-2.9200, -2.1698, -1.6148], [-1.9796, -0.8154, -2.0994], [-5.9447, -1.1614, -0.8341], [-4.5590, -0.1592, -1.3266], [-4.7045, -0.6980, 0.3610], [-5.5279, -3.6961, -0.3875], [-3.5549, -5.3672, -1.3531], [-1.7467, -3.7639, -2.2105], [1.4357, 2.0576, -5.0669], [1.0065, 2.4423, -3.8348], [0.5272, 1.4961, -2.9144], [0.1264, 1.8592, -1.6985], [0.1768, 3.1726, -1.3972], [0.6629, 4.0785, -2.3127], [1.0839, 3.7318, -3.5257], [1.2301, 1.1444, -5.4275], [1.6737, 2.7804, -5.7251], [0.4635, 0.4474, -3.1752], [-0.1526, 3.4816, -0.4163], [0.7128, 5.1298, -2.0519]],
  "forces_ev_per_a": [[-0.4, -1.7, -0.7], [0.1, 0.0, -0.2], [0.0, -0.2, -0.2], [0.1, 0.3, 0.3], [0.1, -0.1, 0.3], [0.2, 0.1, -0.1], [-0.2, 0.1, -0.1], [0.0, -0.2, 0.0], [0.1, 0.0, 0.0], [-0.2, 0.1, 0.2], [0.0, 0.0, 0.0], [0.0, 0.0, 0.0], [0.0, -0.1, 0.0], [-0.1, 0.0, 0.0], [0.0, 0.0, 0.0], [0.0, 0.0, 0.0], [0.0, 0.0, 0.0], [0.0, 0.0, 0.0], [0.0, 0.0, 0.0], [0.0, 0.0, 0.0], [0.0, 0.0, 0.0], [0.0, 0.0, 0.0], [0.3, 0.3, 0.3], [-0.2, -0.2, 0.6], [0.0, 0.0, 0.0], [0.0, 0.0, -0.2], [0.0, 0.0, 0.2], [0.0, 0.0, 0.0], [-0.2, -0.3, -0.7], [0.7, 0.6, 0.7], [-0.4, -0.8, 0.0], [0.7, 0.9, -0.5], [0.0, -0.2, 0.4], [-0.2, -0.3, 0.1], [0.0, 0.1, -0.2], [-0.2, -0.2, 0.7], [0.0, 0.0, 0.0], [0.0, 0.0, 0.0], [0.0, 0.0, 0.0], [0.0, 0.0, 0.0], [0.0, 0.0, 0.0], [0.0, -0.1, -0.1], [0.0, 0.0, 0.1], [-0.1, 0.1, 0.0], [0.0, 0.0, 0.0], [0.2, -0.2, 0.1], [-0.8, 0.8, 0.0], [0.0, 0.0, 0.0], [0.1, 0.0, -0.1], [0.0, 0.0, 0.0], [0.0, 0.0, 0.0], [0.0, 0.0, 0.0], [0.0, -0.1, 0.0], [0.0, 0.0, 0.0], [0.2, -0.3, -0.1], [-0.4, 0.2, 0.2], [0.1, 0.3, 0.0], [0.2, 0.1, -0.1], [0.2, -0.2, -0.1], [0.1, 0.2, 0.2], [0.0, -0.2, -0.1], [0.0, 0.0, 0.0], [0.0, 0.0, 0.0], [0.0, 0.0, 0.0], [0.0, 0.0, 0.0], [0.0, 0.0, 0.0], [0.0, 0.0, 0.0], [0.0, 0.1, 0.2], [0.1, -0.2, -0.5], [-0.1, 0.0, 0.2], [0.3, 0.7, -0.7], [0.0, -0.1, 0.0], [0.0, 0.2, -0.1], [-0.1, 0.1, 0.2], [0.0, 0.0, 0.0], [0.0, 0.0, 0.0], [0.0, 0.0, 0.0], [0.0, 0.0, 0.0], [0.0, 0.0, -0.1]],
  "lowdin_spin": [1.67, 0.00, 0.00, 0.01, 0.01, 0.00, 0.00, 0.00, 0.00, 0.00, 0.00, 0.00, 0.00, 0.00, 0.00, 0.00, 0.00, 0.00, 0.00, 0.00, 0.00, 0.00, 0.01, 0.00, 0.00, 0.00, 0.00, 0.00, 0.01, 0.01, 0.01, 0.01, 0.00, 0.01, 0.02, 0.02, 0.00, 0.00, 0.00, 0.00, 0.00, 0.00, 0.00, 0.02, 0.00, 0.02, 0.01, 0.02, 0.00, 0.00, 0.00, 0.00, 0.00, 0.00, 0.00, 0.00, 0.00, 0.00, 0.00, 0.00, 0.02, 0.00, 0.00, 0.00, 0.00, 0.00, 0.00, 0.00, 0.00, 0.04, 0.03, 0.03, 0.00, 0.03, 0.00, 0.00, 0.00, 0.00, 0.00]
}


[2]
{
  "formula": "C30H37CuN6O3Si3",
  "method": "the ωB97M-V functional and the def2-TZVPD basis",
  "lumo_energy_ev": [0.9964, 1.0322],
  "orbital_gap_ev": [6.06, 6.09],
  "multiplicity": 2,
  "charge": -1,
  "symbols": ["Cu", "O", "C", "O", "C", "C", "C", "N", "C", "C", "C", "C", "C", "C", "C", "N", "C", "C", "C", "C", "C", "N", "H", "H", "H", "H", "H", "H", "H", "H", "H", "H", "C", "O", "Si", "C", "C", "C", "Si", "C", "C", "C", "Si", "C", "C", "C", "H", "H", "H", "H", "H", "H", "H", "H", "H", "H", "H", "H", "H", "H", "H", "H", "H", "H", "H", "H", "H", "H", "H", "H", "H", "H", "H", "N", "C", "C", "C", "N", "C", "N"],
  "positions_angstrom": [[-0.1165, -1.5181, -0.2225], [6.4611, -0.4135, -1.7340], [6.0308, -0.4820, -0.5705], [6.5928, -0.3953, 0.5333], [4.4953, -0.7198, -0.4806], [3.7364, -0.8341, -1.6400], [2.3802, -1.0668, -1.5247], [1.8125, -1.2006, -0.3278], [2.5145, -1.1014, 0.7980], [3.8732, -0.8435, 0.7563], [1.6940, -1.3645, 2.0051], [2.2110, -1.4648, 3.2841], [1.3634, -1.8326, 4.3184], [0.0293, -2.0822, 4.0525], [-0.4195, -1.9294, 2.7534], [0.3903, -1.5810, 1.7601], [1.4054, -1.1952, -2.6347], [1.7455, -1.1262, -3.9761], [0.7518, -1.2974, -4.9248], [-0.5518, -1.5304, -4.5154], [-0.8166, -1.5717, -3.1591], [0.1356, -1.4029, -2.2477], [4.2534, -0.7270, -2.5844], [4.4943, -0.7457, 1.6369], [3.2622, -1.2834, 3.4573], [1.7500, -1.9412, 5.3229], [-0.6522, -2.4109, 4.8222], [-1.4557, -2.0985, 2.4878], [2.7712, -0.9460, -4.2631], [0.9946, -1.2478, -5.9781], [-1.3535, -1.6666, -5.2266], [-1.8158, -1.7373, -2.7768], [-3.1721, -1.7589, -0.0921], [-2.0549, -0.8721, -0.0887], [-2.3122, 0.8734, -0.1652], [-3.6132, 1.1068, 1.1911], [-3.2866, 1.0182, -1.7784], [-0.7576, 1.6976, -0.0031], [-0.3687, 2.4423, 1.6232], [-0.6057, 1.3453, 3.1503], [-1.3603, 4.0104, 2.0244], [1.4361, 2.9781, 1.7959], [0.0446, 2.5716, -1.3901], [1.9328, 2.4371, -1.4255], [-0.2656, 4.4424, -1.3974], [-0.4417, 2.0362, -3.1426], [-4.1054, -1.1972, -0.0811], [-3.1498, -2.4068, 0.7856], [-3.1575, -2.3968, -0.9784], [-4.6030, 0.7908, 0.8517], [-3.6913, 2.1587, 1.4713], [-3.3803, 0.5436, 2.0961], [-4.2834, 0.5832, -1.6638], [-2.7899, 0.5117, -2.6086], [-3.4160, 2.0646, -2.0632], [-1.5189, 0.7514, 3.1627], [-0.6198, 1.9917, 4.0336], [0.2453, 0.6685, 3.2654], [-2.4357, 3.8171, 2.0432], [-1.1841, 4.7913, 1.2825], [-1.0780, 4.4068, 3.0054], [2.1312, 2.1964, 1.4780], [1.6368, 3.2009, 2.8488], [1.6656, 3.8794, 1.2225], [2.4142, 3.1340, -0.7375], [2.3021, 2.6656, -2.4307], [2.2847, 1.4400, -1.1602], [0.1879, 4.9235, -0.5271], [-1.3354, 4.6692, -1.3799], [0.1689, 4.9031, -2.2903], [-0.1300, 1.0103, -3.3568], [0.1071, 2.6872, -3.8307], [-1.5011, 2.1278, -3.3779], [-0.7315, -3.5736, -0.1358], [-1.2912, -4.3435, 0.5278], [-1.9648, -5.2509, 1.3398], [-1.6733, -5.2631, 2.7232], [-1.4438, -5.2711, 3.8559], [-2.9849, -6.0647, 0.7924], [-3.8167, -6.7200, 0.3327]],
  "forces_ev_per_a": [[0.0, 0.4, 0.1], [0.0, 0.0, 0.0], [0.0, 0.1, 0.0], [0.0, 0.0, 0.0], [0.0, 0.0, 0.0], [0.0, 0.0, 0.0], [0.0, 0.0, 0.0], [0.0, -0.1, -0.1], [0.0, 0.0, 0.0], [0.0, 0.0, 0.0], [0.0, 0.0, 0.0], [0.0, 0.0, 0.0], [0.0, 0.0, 0.0], [0.0, 0.0, 0.0], [0.0, 0.0, 0.0], [0.0, 0.0, 0.0], [0.0, 0.0, 0.0], [0.0, 0.0, 0.0], [0.0, 0.0, 0.0], [0.0, 0.0, 0.0], [0.0, 0.0, 0.0], [0.0, -0.1, 0.0], [0.0, 0.0, 0.0], [0.0, 0.0, 0.0], [0.0, 0.0, 0.0], [0.0, 0.0, 0.0], [0.0, 0.0, 0.0], [0.0, 0.0, 0.0], [0.0, 0.0, 0.0], [0.0, 0.0, 0.0], [0.0, 0.0, 0.0], [0.0, 0.0, 0.0], [0.0, 0.0, 0.0], [-0.1, -0.1, 0.0], [0.0, 0.0, 0.0], [0.0, 0.0, 0.0], [0.0, 0.0, 0.0], [0.0, 0.0, 0.0], [0.0, 0.0, 0.0], [0.1, 0.0, 0.0], [0.0, 0.0, 0.0], [0.0, 0.0, 0.0], [0.0, 0.0, 0.0], [0.0, 0.0, 0.0], [0.0, 0.0, 0.0], [0.1, -0.1, 0.0], [0.0, 0.0, 0.0], [0.0, 0.0, 0.0], [0.0, 0.0, 0.0], [0.0, 0.0, 0.0], [0.0, 0.0, 0.0], [0.0, 0.0, 0.0], [0.0, 0.0, 0.0], [0.0, 0.0, 0.0], [0.0, 0.0, 0.0], [0.0, 0.0, 0.0], [0.0, 0.0, 0.0], [0.0, 0.0, 0.0], [0.0, 0.0, 0.0], [0.0, 0.0, 0.0], [0.0, 0.0, 0.0], [0.0, 0.0, 0.0], [0.0, 0.0, 0.0], [0.0, 0.0, 0.0], [0.0, 0.0, 0.0], [0.0, 0.0, 0.0], [0.0, 0.0, 0.0], [0.0, 0.0, 0.0], [0.0, 0.0, 0.0], [0.0, 0.0, 0.0], [-0.1, 0.1, 0.0], [0.0, 0.0, 0.0], [0.0, 0.0, 0.0], [0.0, -0.2, 0.0], [0.0, -0.1, -0.1], [0.0, 0.1, 0.0], [0.0, -0.1, 0.0], [0.0, 0.1, 0.0], [0.0, 0.0, 0.0], [0.0, 0.0, 0.0]],
  "lowdin_spin": [0.75, 0.00, 0.00, 0.00, 0.00, 0.00, 0.00, 0.07, 0.00, 0.00, 0.00, 0.00, 0.00, 0.00, 0.00, 0.06, 0.00, 0.00, 0.00, 0.00, 0.00, 0.06, 0.00, 0.00, 0.00, 0.00, 0.00, 0.00, 0.00, 0.00, 0.00, 0.00, 0.00, 0.02, 0.00, 0.00, 0.00, 0.00, 0.00, 0.00, 0.00, 0.00, 0.00, 0.00, 0.00, 0.00, 0.00, 0.00, 0.00, 0.00, 0.00, 0.00, 0.00, 0.00, 0.00, 0.00, 0.00, 0.00, 0.00, 0.00, 0.00, 0.00, 0.00, 0.00, 0.00, 0.00, 0.00, 0.00, 0.00, 0.00, 0.00, 0.00, 0.00, 0.00, 0.00, 0.00, 0.00, 0.00, 0.00, 0.00]
}


[3]
{
  "formula": "CHCuLiO2",
  "method": "the ωB97M-V functional and the def2-TZVPD basis",
  "lumo_energy_ev": [-6.8291, -6.8291],
  "orbital_gap_ev": [6.02, 6.02],
  "charge": 1,
  "symbols": ["H", "O", "C", "O", "Cu", "Li"],
  "positions_angstrom": [[-0.3061, 1.3980, 0.0794], [-0.3418, 0.1789, 0.2228], [0.8858, 0.6022, -0.0354], [1.7520, -0.2215, 0.3369], [-2.3863, -0.2275, -0.6812], [0.3962, -1.7301, 0.0776]],
  "forces_ev_per_a": [[0.9, -1.2, -0.1], [-6.2, -0.6, -0.1], [5.2, -0.2, 0.9], [-1.7, 1.4, -1.6], [0.9, 0.4, 0.4], [0.9, 0.3, 0.4]],
  "mulliken_charge": [0.52, -0.40, -0.21, -0.56, 0.82, 0.84]
}


[4]
{
  "formula": "C16H22NO3RhS5Sb",
  "method": "the ωB97M-V functional and the def2-TZVPD basis",
  "lumo_energy_ev": 2.5033,
  "orbital_gap_ev": 6.28,
  "charge": -1,
  "symbols": ["Rh", "O", "C", "S", "C", "C", "S", "S", "S", "S", "C", "C", "C", "C", "C", "N", "H", "H", "H", "H", "C", "C", "Sb", "C", "C", "C", "C", "H", "H", "H", "H", "H", "H", "H", "H", "H", "H", "H", "H", "H", "H", "H", "C", "C", "O", "O", "H", "H", "H"],
  "positions_angstrom": [[-0.8639, -0.8474, -0.3293], [-7.6221, -0.0476, -0.5124], [-6.4234, -0.1849, -0.5360], [-5.6041, -1.7444, -0.6642], [-3.9540, -1.1408, -0.6248], [-3.8103, 0.1882, -0.5115], [-2.2663, 1.0193, -0.4790], [-5.2728, 1.1533, -0.4148], [-2.6581, -2.3043, -0.7701], [0.5393, -2.6644, 0.5000], [-0.3070, -2.1753, 1.9290], [-0.2387, -2.6753, 3.2345], [-1.0744, -2.1407, 4.1910], [-1.9691, -1.1214, 3.8578], [-1.9832, -0.6603, 2.5582], [-1.1615, -1.1711, 1.6432], [0.4533, -3.4749, 3.4595], [-1.0425, -2.5194, 5.2056], [-2.6439, -0.7008, 4.5893], [-2.6410, 0.1259, 2.2087], [3.1758, -0.7487, -1.6353], [3.0571, -0.0490, -0.2839], [1.0959, 0.7482, -0.0081], [1.0999, 2.3581, -1.4095], [2.1766, 3.4200, -1.2241], [1.2579, 1.6607, 1.9275], [2.6179, 2.2335, 2.3101], [4.1754, -1.1685, -1.7712], [2.9922, -0.0595, -2.4636], [2.4554, -1.5635, -1.7193], [3.7898, 0.7527, -0.1679], [3.1995, -0.7635, 0.5284], [0.0955, 2.7828, -1.3732], [1.1811, 1.8597, -2.3770], [2.0239, 3.9874, -0.3046], [2.1691, 4.1343, -2.0514], [3.1770, 2.9829, -1.1805], [0.9660, 0.8667, 2.6198], [0.4675, 2.4130, 1.9726], [3.3966, 1.4701, 2.2620], [2.6070, 2.6236, 3.3311], [2.9198, 3.0474, 1.6504], [0.0539, -1.3081, -4.5271], [0.1344, -1.5854, -3.0351], [0.5616, -2.6555, -2.6197], [-0.3398, -0.6170, -2.3215], [0.7517, -1.9460, -5.0660], [0.2461, -0.2569, -4.7378], [-0.9611, -1.5334, -4.8599]],
  "forces_ev_per_a": [[0.4, -0.2, -0.1], [0.0, 0.0, 0.0], [0.0, 0.0, 0.1], [0.0, 0.0, 0.0], [0.0, 0.0, 0.0], [0.0, 0.0, 0.0], [-0.1, 0.0, 0.0], [0.0, 0.0, 0.0], [0.0, 0.0, 0.0], [-0.2, 0.1, 0.1], [0.0, 0.0, -0.1], [0.0, 0.0, 0.0], [0.0, 0.0, 0.0], [0.0, 0.0, 0.0], [0.0, 0.0, 0.0], [0.0, 0.0, 0.0], [0.0, 0.0, 0.0], [0.0, 0.0, 0.0], [0.0, 0.0, 0.0], [0.0, 0.0, 0.0], [0.0, 0.0, 0.0], [0.0, 0.0, 0.0], [0.0, -0.1, 0.0], [0.0, 0.0, 0.0], [0.0, 0.0, 0.0], [0.0, 0.0, 0.0], [0.0, 0.0, 0.0], [0.0, 0.0, 0.0], [0.0, 0.0, 0.0], [0.0, 0.0, 0.0], [0.0, 0.0, 0.0], [0.0, 0.0, 0.0], [0.0, 0.0, 0.0], [0.0, 0.0, 0.0], [0.0, 0.0, 0.0], [0.0, 0.0, 0.0], [0.0, 0.0, 0.0], [0.0, 0.0, 0.0], [0.0, 0.0, 0.0], [0.0, 0.0, 0.0], [0.0, 0.0, 0.0], [0.0, 0.0, 0.0], [0.1, 0.0, 0.0], [-0.4, -0.2, 0.1], [0.1, 0.1, -0.1], [-0.1, 0.1, 0.0], [0.0, 0.0, 0.0], [0.0, 0.0, 0.0], [0.0, 0.0, 0.0]],
  "mulliken_charge": [0.39, -0.62, 0.57, -0.18, 0.16, -0.03, -0.56, -0.17, -0.36, -0.42, 0.53, -0.79, -0.12, -0.92, -0.38, 0.42, 0.43, 0.37, 0.40, 0.50, -1.05, -0.79, 1.23, -0.70, -1.16, -0.77, -1.11, 0.41, 0.27, 0.12, 0.47, 0.48, 0.48, 0.30, 0.27, 0.40, 0.27, 0.32, 0.43, 0.25, 0.41, 0.21, -1.36, 0.83, -0.63, -0.76, 0.36, 0.29, 0.30]
}


[5]
{
  "formula": "C2H7N4S",
  "method": "the ωB97M-V functional and the def2-TZVPD basis",
  "lumo_energy_ev": -5.5697,
  "orbital_gap_ev": 4.83,
  "charge": 1,
  "symbols": ["C", "C", "N", "N", "N", "N", "S", "H", "H", "H", "H", "H", "H", "H"],
  "positions_angstrom": [[1.8718, -0.4247, 0.5624], [1.7073, 0.7010, 1.2855], [1.7676, 0.7125, -0.1482], [1.8669, 1.2459, 2.4424], [-2.6251, -0.3134, -0.7044], [-0.6657, -0.7087, -2.1169], [-2.0539, 0.1927, -2.2991], [2.0313, -1.4824, 0.5393], [1.8110, 0.6242, 3.1712], [1.6265, 2.2461, 2.6056], [-3.2346, -1.1028, -0.8936], [-3.2498, 0.4422, -0.2337], [-1.0490, -1.5653, -1.6264], [0.1959, -0.5673, -2.5841]],
  "forces_ev_per_a": [[-0.5, 1.4, -1.2], [1.3, -0.1, -1.8], [-0.1, -1.6, 3.3], [-1.3, 3.1, -2.2], [-1.4, 2.1, 0.3], [-1.2, -1.8, 2.0], [-1.0, 0.7, 0.7], [0.0, -0.4, -0.6], [0.0, -1.5, 2.5], [0.5, -1.0, -0.1], [-0.3, 0.1, 0.2], [1.5, -1.6, -1.2], [2.1, 0.8, -1.5], [0.3, -0.2, -0.4]],
  "mulliken_charge": [0.03, 0.52, -0.22, -0.29, -0.66, -0.42, 0.05, 0.35, 0.28, 0.32, 0.28, 0.28, 0.26, 0.21]
}


[6]
{
  "formula": "C2H3ClO3P",
  "method": "the ωB97M-V functional and the def2-TZVPD basis",
  "lumo_energy_ev": [3.4961, 3.4963],
  "orbital_gap_ev": [7.54, 7.53],
  "charge": -1,
  "symbols": ["C", "C", "O", "O", "O", "P", "Cl", "H", "H", "H"],
  "positions_angstrom": [[1.6420, -0.7100, 0.3854], [0.1899, -0.8065, 0.3155], [-0.7025, 2.4816, -0.6565], [-2.0555, 0.5578, -1.7211], [1.0164, -1.6163, 1.2592], [-1.4415, 1.2119, -0.5567], [-2.7971, 1.3284, 0.9573], [2.2707, -1.1554, -0.3867], [2.0881, 0.1539, 0.8727], [-0.2106, -1.4454, -0.4691]],
  "forces_ev_per_a": [[0.4, 0.3, -0.5], [-0.6, 0.8, -1.0], [0.3, -0.1, 0.4], [0.0, -0.7, 0.1], [-1.2, 0.5, 0.2], [1.3, -0.8, 0.3], [-0.3, 0.0, 0.5], [0.0, 0.0, 0.0], [0.0, 0.1, 0.0], [0.1, -0.2, 0.0]],
  "mulliken_charge": [-0.06, -0.46, -0.58, -0.58, -0.42, 0.85, -0.27, 0.18, 0.17, 0.19]
}